1.
Entry from the OMol25 dataset: a cluster of 10 separate species, C40H110N10O10 in total at a distorted geometry (ωB97M-V with the def2-TZVPD basis set).

Each line ends with the Löwdin charge.
Atoms and positions in Å:
C: -4.76870 -6.18786 5.20814  -0.121
O: -5.29584 -7.48237 5.51308  -0.191
C: -6.13822 -7.50121 6.74308  -0.173
C: -6.95389 -8.68476 7.05931  -0.473
C: -7.93288 -9.04936 5.98041  -0.085
N: -7.82932 -8.43009 8.20764  0.032
H: -4.23702 -5.75223 6.05410  0.078
H: -5.56551 -5.51999 4.88082  0.083
H: -3.97277 -6.11287 4.46721  0.083
H: -5.45891 -7.34269 7.58064  0.125
H: -6.71479 -6.57658 6.71592  0.122
H: -6.36475 -9.58427 7.23793  0.146
H: -8.57308 -9.88563 6.26126  0.080
H: -7.27311 -9.31342 5.15392  0.078
H: -8.54811 -8.21266 5.64944  0.087
H: -8.40239 -9.25497 8.31365  0.066
H: -8.39846 -7.70970 7.78668  0.062
C: -4.77313 -3.65119 -2.98711  -0.088
O: -3.95615 -2.66637 -3.63401  -0.207
C: -4.15349 -2.60883 -5.00748  -0.230
C: -3.21127 -1.49168 -5.54322  -0.423
C: -3.16221 -1.58336 -7.11609  -0.060
N: -1.82304 -1.54408 -5.06571  0.044
H: -4.73182 -4.62093 -3.48308  0.082
H: -5.84010 -3.43208 -3.02813  0.083
H: -4.42194 -3.79616 -1.96547  0.088
H: -3.93624 -3.54017 -5.53046  0.126
H: -5.18639 -2.29427 -5.15670  0.126
H: -3.57545 -0.51444 -5.22623  0.129
H: -2.60116 -2.47446 -7.39761  0.072
H: -2.65609 -0.67181 -7.43394  0.071
H: -4.15708 -1.57289 -7.56131  0.071
H: -1.57263 -2.44126 -5.45619  0.063
H: -1.99047 -1.68220 -4.07931  0.051
C: 10.44609 3.94467 -2.16431  -0.036
O: 9.19727 4.66992 -1.81546  -0.225
C: 8.06335 4.49076 -2.59862  -0.241
C: 6.91739 5.17205 -1.87219  -0.472
C: 5.58116 4.64793 -2.37726  -0.076
N: 6.91122 6.60679 -2.05153  0.056
H: 10.65387 3.99740 -3.23302  0.080
H: 10.09526 2.95513 -1.87131  0.081
H: 11.27116 4.28899 -1.54077  0.083
H: 8.22476 4.92987 -3.58311  0.132
H: 7.86884 3.42154 -2.68250  0.120
H: 6.95810 4.78069 -0.85569  0.137
H: 5.41118 4.75623 -3.44848  0.076
H: 4.85653 5.24541 -1.82408  0.073
H: 5.44312 3.57020 -2.29046  0.072
H: 7.82082 6.82395 -1.67000  0.070
H: 6.25026 6.92038 -1.35520  0.070
C: -7.74908 0.33650 7.88301  -0.109
O: -6.82261 -0.71546 7.61965  -0.202
C: -5.73840 -0.91770 8.61391  -0.185
C: -4.50796 -0.21574 8.21169  -0.493
C: -3.95230 -0.80948 6.91104  -0.046
N: -3.53525 -0.16422 9.26271  0.041
H: -7.34931 1.05395 7.16638  0.080
H: -7.77825 0.78797 8.87469  0.085
H: -8.75593 0.05621 7.57349  0.080
H: -6.01751 -0.68688 9.64197  0.118
H: -5.50119 -1.98156 8.60887  0.123
H: -4.79408 0.80228 7.94738  0.140
H: -3.02533 -0.29767 6.65243  0.078
H: -4.72817 -0.66869 6.15851  0.073
H: -3.81376 -1.88812 6.98488  0.076
H: -3.14788 -0.99320 9.69030  0.077
H: -4.01801 0.15019 10.09228  0.064
C: 0.08295 6.48377 -5.99534  -0.090
O: 0.29842 6.81349 -4.61779  -0.240
C: -0.84202 7.39898 -3.96205  -0.170
C: -0.29486 7.97786 -2.65324  -0.413
C: -1.28257 8.89907 -1.90972  -0.066
N: 1.01890 8.62419 -2.86253  0.027
H: -0.33146 7.28867 -6.60238  0.088
H: -0.55070 5.59758 -6.03073  0.081
H: 1.05254 6.14933 -6.36434  0.085
H: -1.31856 8.13553 -4.60897  0.123
H: -1.51575 6.54543 -3.88693  0.124
H: -0.00168 7.15994 -1.99510  0.127
H: -1.01473 9.24164 -0.91021  0.070
H: -2.14153 8.27518 -1.66263  0.065
H: -1.62803 9.76696 -2.47143  0.075
H: 1.66175 8.44283 -2.10493  0.066
H: 1.42572 8.13922 -3.64955  0.049
C: -4.86464 4.41940 -1.39344  -0.102
O: -5.77730 3.90787 -0.39300  -0.203
C: -5.36457 2.64494 0.16991  -0.185
C: -6.53445 2.11148 1.05861  -0.450
C: -6.58503 2.92612 2.37730  -0.055
N: -6.25041 0.75648 1.38949  0.025
H: -5.27158 5.25700 -1.95994  0.081
H: -4.64583 3.68718 -2.17065  0.074
H: -3.90980 4.69507 -0.94579  0.079
H: -5.07377 1.97571 -0.63983  0.114
H: -4.57796 2.83009 0.90139  0.115
H: -7.46297 2.14354 0.48859  0.135
H: -5.68318 2.74624 2.96245  0.082
H: -7.50860 2.57293 2.83596  0.073
H: -6.74173 4.00113 2.28835  0.078
H: -6.64061 0.60127 2.30805  0.065
H: -6.74937 0.12637 0.77785  0.077
C: 2.67208 0.76821 3.86152  -0.062
O: 2.32445 -0.57138 4.38874  -0.241
C: 3.15583 -1.67273 3.88670  -0.165
C: 2.66508 -2.99335 4.62084  -0.452
C: 3.12810 -4.19936 3.82488  -0.070
N: 1.23520 -2.99103 4.77030  0.042
H: 3.72351 0.92252 4.10395  0.075
H: 2.00407 1.59511 4.10256  0.084
H: 2.70432 0.63669 2.77997  0.071
H: 3.06024 -1.84280 2.81430  0.113
H: 4.20366 -1.46102 4.09962  0.115
H: 3.10413 -2.95733 5.61786  0.133
H: 2.48172 -4.44793 2.98316  0.078
H: 3.10461 -5.06310 4.48935  0.076
H: 4.16612 -4.04175 3.53199  0.077
H: 0.97575 -2.08701 5.13845  0.062
H: 0.93656 -2.92933 3.80744  0.063
C: 7.11866 1.18290 -6.33683  -0.127
O: 6.26365 2.28805 -6.28401  -0.191
C: 5.11186 2.26564 -7.12454  -0.169
C: 3.98628 1.34030 -6.48754  -0.400
C: 4.23847 -0.17771 -6.57205  -0.069
N: 2.68068 1.58091 -7.18371  0.019
H: 7.05638 0.61767 -7.26674  0.090
H: 6.89344 0.43213 -5.57938  0.068
H: 8.09773 1.62361 -6.14897  0.090
H: 4.64859 3.24851 -7.03834  0.114
H: 5.32644 1.99881 -8.15937  0.124
H: 3.87635 1.73393 -5.47706  0.124
H: 3.38046 -0.69962 -6.14834  0.068
H: 5.02998 -0.59603 -5.95026  0.058
H: 4.31586 -0.37817 -7.64066  0.083
H: 2.61455 2.58654 -7.11702  0.049
H: 1.84769 1.12513 -6.83948  0.065
C: 0.10307 1.30011 -1.65962  -0.096
O: 0.07218 0.37556 -0.56856  -0.211
C: -1.23941 0.04397 -0.10410  -0.199
C: -1.18398 -1.27085 0.68971  -0.441
C: -0.64071 -2.49504 -0.13563  -0.040
N: -2.45790 -1.67854 1.24966  0.045
H: -0.30765 0.87588 -2.57583  0.081
H: 1.14023 1.41083 -1.97606  0.080
H: -0.27459 2.25884 -1.30422  0.087
H: -1.52593 0.87614 0.53894  0.125
H: -1.87231 -0.07446 -0.98359  0.118
H: -0.51625 -1.02285 1.51476  0.128
H: -1.37330 -2.58557 -0.93765  0.061
H: -0.53632 -3.44086 0.39599  0.071
H: 0.28906 -2.32771 -0.67934  0.065
H: -2.77580 -0.91370 1.82765  0.066
H: -3.00679 -1.54148 0.41299  0.058
C: 5.79083 -1.27348 -1.01894  -0.132
O: 6.72994 -2.25178 -0.64168  -0.192
C: 6.88108 -3.36224 -1.56738  -0.176
C: 7.94491 -4.35011 -1.10826  -0.448
C: 9.34948 -3.84712 -0.82007  -0.057
N: 8.03881 -5.48067 -2.06556  0.030
H: 6.09595 -0.78875 -1.94632  0.071
H: 5.78697 -0.44880 -0.30620  0.089
H: 4.78801 -1.56173 -1.33416  0.083
H: 5.89248 -3.80437 -1.69109  0.124
H: 7.17151 -2.90884 -2.51510  0.120
H: 7.63717 -4.81074 -0.16952  0.134
H: 9.72290 -3.35510 -1.71816  0.076
H: 10.07653 -4.62227 -0.57788  0.082
H: 9.15349 -3.10975 -0.04163  0.078
H: 8.20480 -4.93910 -2.90177  0.056
H: 7.17422 -5.93847 -2.31657  0.063

Values from the calculation:
SMILES: COC[C@H](C)N.COC[C@H](C)N.COC[C@H](C)N.COC[C@H](C)N.COC[C@H](C)N.COC[C@H](C)N.COC[C@H](C)N.COC[C@H](C)N.COC[C@H](C)N.COC[C@H](C)N
LUMO level, eV: 0.1
Highest occupied orbital energy, eV: -8.9

---

2.
Entry from the OMol25 dataset: a structure of composition C51H52N7O4PRuS at a distorted geometry (ωB97M-V with the def2-TZVPD basis set).

Each line ends with the Mulliken spin population.
Atoms and positions in Å:
Ru: 11.63712 13.24819 13.86758  2.317
C: 9.21057 14.71608 20.71418  0.000
O: 9.77300 13.72294 19.83994  0.000
C: 11.13379 13.54621 20.01778  0.000
C: 11.70838 13.29972 21.29031  0.001
C: 13.05266 13.51482 21.39725  -0.001
C: 13.86706 13.79904 20.27368  0.001
C: 13.32016 13.76671 18.98501  -0.006
C: 11.93694 13.64094 18.86138  0.010
N: 11.21720 13.57976 17.67394  -0.006
C: 11.57600 12.81187 16.62845  -0.004
N: 12.64206 11.92947 16.70998  0.023
C: 13.43821 11.58616 15.63549  0.083
C: 13.25714 12.20130 14.35501  -0.206
C: 14.43394 12.31722 13.70518  0.033
C: 15.37626 11.29295 13.81402  -0.046
C: 15.27409 10.31606 14.78886  0.078
C: 14.31654 10.52190 15.80466  -0.055
O: 14.41062 10.08518 17.11885  -0.004
C: 15.20268 8.97320 17.49460  -0.001
N: 10.72952 12.77120 15.57253  0.174
C: 9.34701 12.51640 15.71527  -0.058
C: 8.89575 11.29343 15.17995  0.011
C: 7.60175 10.77781 15.48003  0.004
C: 6.78196 11.44067 16.37067  0.012
C: 7.29586 12.67136 16.92442  -0.008
C: 8.45362 13.34997 16.47762  0.022
O: 8.85870 14.66444 16.70720  -0.002
C: 7.81186 15.65298 16.44012  0.002
H: 8.62207 15.40325 20.11273  0.000
H: 9.90989 15.39768 21.19350  0.000
H: 8.62271 14.35974 21.54767  0.000
H: 11.01975 13.05573 22.12542  0.000
H: 13.60281 13.57202 22.33185  0.000
H: 14.91996 13.88850 20.45040  0.000
H: 13.83198 14.03539 18.07015  0.003
H: 10.34592 14.14423 17.53605  0.002
H: 13.00057 11.67426 17.65909  -0.003
H: 14.69467 13.21686 13.19221  0.015
H: 16.22733 11.19318 13.16716  0.001
H: 16.01418 9.52583 14.76529  0.006
H: 15.43021 9.14854 18.56922  0.000
H: 16.08546 8.91167 16.84640  0.000
H: 14.69908 7.97396 17.41325  0.000
H: 9.61332 10.70262 14.56390  0.012
H: 7.27714 9.89114 14.93923  0.000
H: 5.75658 11.10776 16.66492  0.000
H: 6.59514 13.13351 17.62426  0.000
H: 8.28994 16.59662 16.25834  -0.004
H: 7.03116 15.76055 17.20472  0.000
H: 7.26181 15.29849 15.53476  0.014
N: 10.92717 13.91232 10.55691  -0.009
P: 11.80718 12.80084 11.64368  0.042
C: 11.29883 11.19118 11.21649  -0.120
C: 11.89503 10.06883 11.83447  0.082
C: 11.61614 8.77817 11.46981  -0.003
C: 10.57348 8.51743 10.55358  0.011
C: 9.87508 9.58994 10.04735  -0.003
C: 10.23018 10.92190 10.29474  0.012
C: 13.44379 13.02128 10.91882  0.017
C: 13.87608 14.36334 10.78012  0.033
C: 15.12989 14.64686 10.36278  -0.007
C: 15.95960 13.56532 9.94643  0.008
C: 15.53644 12.26916 10.06653  -0.002
C: 14.26528 11.92648 10.54087  0.003
C: 10.94816 13.90785 9.18540  0.005
C: 9.63186 14.06535 8.60440  -0.006
C: 9.50784 14.11606 7.22387  0.001
C: 10.66074 14.16184 6.48253  -0.001
C: 11.88344 13.99790 7.15280  0.001
N: 12.05988 13.71565 8.43951  0.000
H: 10.09188 14.39076 10.92880  0.016
H: 12.45438 10.21918 12.74903  0.004
H: 12.30903 8.02905 11.83076  0.000
H: 10.32108 7.47498 10.20495  0.000
H: 8.99042 9.38694 9.42404  0.000
H: 9.66257 11.76092 9.78420  0.001
H: 13.12708 15.10024 11.04800  0.011
H: 15.55855 15.65966 10.41238  0.000
H: 16.96482 13.74946 9.59439  0.000
H: 16.09596 11.46170 9.77967  0.000
H: 13.80364 10.90746 10.55135  -0.001
H: 8.79331 14.24782 9.24933  0.001
H: 8.55111 14.16370 6.72659  0.000
H: 10.55159 14.25966 5.40161  0.000
H: 12.79027 14.09060 6.54752  0.000
C: 9.33262 19.36153 14.87208  0.001
C: 10.33246 19.05716 13.76471  -0.003
N: 11.25845 17.92698 14.13824  0.085
C: 12.42057 18.36475 14.97982  0.009
C: 13.76678 18.50528 14.20803  0.007
C: 10.91699 16.61932 13.90785  0.066
S: 12.14027 15.38312 14.31542  0.368
N: 9.80855 16.41733 13.25050  0.003
C: 9.13102 15.27070 13.08669  0.375
O: 9.48012 14.06119 13.24670  0.209
C: 7.72326 15.56239 12.63214  0.083
C: 7.24648 16.86001 12.28930  0.490
C: 6.04443 17.05047 11.65440  -0.111
C: 5.20302 15.99342 11.45942  0.492
C: 5.59178 14.73550 11.91760  0.163
C: 6.80995 14.51090 12.46400  0.076
H: 8.48430 19.86118 14.40257  0.000
H: 9.85114 19.93315 15.65025  0.000
H: 8.89774 18.43772 15.30859  0.002
H: 10.95226 19.95006 13.52447  0.000
H: 9.81389 18.78402 12.81574  0.003
H: 12.38466 17.69598 15.80631  -0.007
H: 12.16821 19.36716 15.27502  0.001
H: 14.58506 18.84945 14.85434  0.000
H: 13.64147 19.27497 13.39938  -0.001
H: 13.95308 17.50356 13.82082  0.002
H: 7.88470 17.69307 12.44932  0.112
H: 5.75931 18.07501 11.39744  -0.004
H: 4.20608 16.16857 11.05034  0.014
H: 4.88147 13.91803 11.88840  0.001
H: 7.10829 13.52856 12.86896  0.046

Values from the calculation:
Total charge: +1
2S+1: 6
LUMO level (alpha / beta), eV: -1.7 / -5.6
Highest occupied orbital energy (alpha / beta), eV: -7.7 / -9.6

---

3.
Entry from the OMol25 dataset: the ion C3H4NS with charge +1 at a distorted geometry (ωB97M-V with the def2-TZVPD basis set).

Each line ends with the natural charge from an NBO analysis.
Atoms and positions in Å:
C: 1.06467 -1.50776 0.01439  0.287
C: 2.23322 -1.14247 0.31805  -0.286
C: 0.85268 0.92358 0.18211  -0.423
N: -0.12345 -1.08701 -0.34101  -0.699
S: 2.42431 0.55514 -0.14924  0.791
H: 0.68076 1.93254 0.00520  0.242
H: 0.49200 0.54824 1.12023  0.239
H: -0.53409 -1.54040 -1.09772  0.430
H: -0.79934 -0.97317 0.35892  0.419

Values from the calculation:
Total charge: +1
LUMO level (alpha / beta), eV: -7.0 / -7.0
Highest occupied orbital energy (alpha / beta), eV: -15.1 / -15.1

---

4.
Entry from the OMol25 dataset: a cluster of 2 separate species, C3H5FO in total at a distorted geometry (ωB97M-V with the def2-TZVPD basis set).

Each line ends with the natural charge from an NBO analysis.
Atoms and positions in Å:
C: 0.03838 -0.73562 -0.88700  0.027
C: 0.50167 0.41040 -0.15869  -0.624
C: -0.20108 0.44227 1.22195  0.371
H: 0.37719 -1.77655 -0.57271  0.209
H: 0.00332 -0.62871 -2.08976  0.216
H: 1.69814 0.59296 0.08462  0.296
H: 0.02118 1.43170 -0.61712  0.280
H: -1.33513 -0.54799 1.42740  0.249
O: 0.39413 1.47541 2.13834  -0.592
F: -1.49781 -0.66387 -0.54702  -0.432

Values from the calculation:
LUMO level, eV: -0.3
Highest occupied orbital energy, eV: -9.8

---

no.,electronic energy (eV)
1,-78629.1404
2,-95044.0930
3,-15488.0014
4,-7951.0525